# 1
{
  "formula": "C31H38N4OOsPS",
  "method": "ωB97M-V/def2-TZVPD",
  "elements": ["Os", "C", "N", "C", "C", "C", "N", "C", "C", "H", "H", "H", "H", "H", "H", "H", "H", "H", "H", "H", "H", "H", "H", "H", "H", "O", "C", "C", "C", "C", "C", "C", "C", "P", "C", "C", "C", "C", "C", "C", "C", "C", "C", "C", "C", "C", "H", "H", "H", "H", "H", "H", "H", "H", "H", "H", "H", "H", "H", "H", "C", "C", "C", "C", "N", "C", "S", "N", "C", "H", "H", "H", "H", "H", "H", "H", "H"],
  "xyz": [[0.167, 0.089, 0.602], [2.757, -0.874, 0.058], [1.759, -0.228, -0.836], [1.577, -1.054, -2.050], [2.314, 1.094, -1.276], [2.155, 2.128, -0.187], [0.718, 2.236, 0.175], [-0.014, 2.814, -0.995], [0.593, 3.195, 1.293], [3.761, -0.797, -0.366], [2.505, -1.923, 0.194], [2.777, -0.374, 1.032], [2.506, -1.065, -2.626], [0.779, -0.631, -2.656], [1.326, -2.064, -1.769], [1.792, 1.397, -2.178], [3.365, 0.972, -1.538], [2.535, 3.092, -0.534], [2.723, 1.865, 0.706], [0.556, 3.651, -1.406], [-0.984, 3.165, -0.674], [-0.173, 2.068, -1.769], [0.945, 4.181, 0.978], [1.193, 2.867, 2.141], [-0.450, 3.276, 1.593], [-2.282, 1.260, -0.147], [-1.682, 0.193, -0.056], [-2.517, -1.060, -0.222], [-3.746, -1.036, -0.878], [-4.519, -2.189, -0.921], [-4.081, -3.357, -0.300], [-2.855, -3.383, 0.352], [-2.077, -2.229, 0.388], [-0.389, -2.070, 1.007], [-0.389, -2.160, 2.855], [-1.627, -2.177, 3.704], [-1.431, -1.869, 5.153], [-0.208, -1.925, 5.708], [0.929, -2.174, 4.887], [0.830, -2.250, 3.504], [0.358, -3.631, 0.435], [0.098, -3.949, -0.904], [0.614, -5.106, -1.465], [1.386, -5.969, -0.697], [1.628, -5.678, 0.635], [1.114, -4.518, 1.205], [-4.071, -0.126, -1.371], [-5.460, -2.191, -1.457], [-4.685, -4.254, -0.360], [-2.484, -4.310, 0.779], [-1.986, -3.215, 3.637], [-2.317, -1.693, 5.756], [-0.074, -1.777, 6.772], [1.901, -2.255, 5.357], [1.730, -2.331, 2.909], [-0.528, -3.305, -1.513], [0.402, -5.339, -2.501], [1.786, -6.874, -1.136], [2.213, -6.357, 1.242], [1.307, -4.342, 2.245], [-5.612, 1.187, 1.385], [-4.672, 0.252, 2.041], [-4.992, -1.007, 2.516], [-4.019, -1.811, 3.072], [-2.730, -1.347, 3.129], [-2.394, -0.098, 2.717], [-0.828, 0.557, 2.823], [-3.393, 0.648, 2.193], [-4.349, -3.164, 3.604], [-6.624, 0.791, 1.386], [-5.291, 1.355, 0.352], [-5.604, 2.155, 1.893], [-6.010, -1.364, 2.453], [-3.095, 1.533, 1.791], [-5.425, -3.314, 3.592], [-4.000, -3.295, 4.630], [-3.891, -3.936, 2.979]],
  "forces_ev_per_a": [[0.4364, -0.3762, 0.1680], [0.0091, -0.0711, -0.0613], [0.0072, 0.3362, 0.0553], [-0.0022, 0.1855, -0.0488], [0.0179, -0.0026, 0.1591], [-0.1231, -0.0735, -0.1500], [-0.1111, -0.0223, -0.2192], [0.1054, 0.0070, 0.0625], [-0.0365, -0.0158, -0.0224], [-0.0056, -0.0224, -0.0228], [0.0023, 0.0125, -0.0162], [-0.0111, 0.0368, 0.0670], [-0.0117, -0.0080, -0.0123], [0.0081, 0.0171, -0.0021], [-0.0393, -0.2187, 0.0664], [-0.0711, 0.0152, -0.0344], [0.0549, -0.0190, -0.0344], [-0.0030, 0.0340, -0.0022], [0.0174, -0.0416, 0.0653], [0.0110, 0.0005, 0.0325], [-0.0965, 0.0008, 0.0706], [0.0191, -0.0091, 0.0360], [0.0018, 0.0089, 0.0272], [0.0061, -0.0354, 0.0257], [0.0190, -0.0187, -0.0176], [-0.2395, 0.0970, -0.1382], [0.1406, 0.2230, -0.1940], [-0.0936, 0.0101, -0.0929], [-0.0404, -0.0437, -0.0350], [-0.0121, 0.0866, -0.0676], [0.0085, -0.0736, 0.0369], [-0.0172, -0.1037, -0.0152], [-0.1092, -0.1183, 0.0703], [0.1257, 0.0619, -0.4255], [-0.3193, 0.1008, 0.0984], [-0.1257, 0.4692, -0.1768], [-0.0900, -0.0713, -0.1395], [0.0836, -0.0581, 0.1338], [-0.2022, -0.0155, -0.3185], [0.1805, -0.1625, 0.3013], [-0.0221, -0.1709, 0.2017], [-0.0040, -0.0164, -0.0187], [-0.0287, 0.0199, -0.0436], [0.0150, -0.0378, -0.0264], [-0.0013, 0.0472, 0.0781], [-0.0104, -0.0349, -0.3628], [0.0385, -0.0523, 0.0130], [0.0353, 0.0060, 0.0094], [0.0295, 0.0161, 0.0173], [-0.0200, 0.0170, -0.0269], [0.1733, -0.1258, 0.0720], [0.0680, 0.0392, -0.0403], [-0.0076, 0.0070, -0.0148], [0.0279, -0.0074, -0.0176], [0.0820, 0.0324, 0.0449], [0.0220, -0.0099, 0.0278], [0.0135, 0.0099, 0.0449], [-0.0105, 0.0261, 0.0068], [-0.0269, 0.0264, -0.0196], [0.0498, 0.0492, 0.2961], [-0.0460, 0.0022, 0.0077], [0.0926, 0.0816, -0.1146], [-0.0287, -0.1679, 0.0955], [-0.1981, -0.0397, -0.0606], [0.1650, -0.1384, 0.3101], [-0.0518, 0.4486, -0.1534], [0.0045, -0.1241, 0.2183], [-0.0027, -0.1352, 0.2902], [0.0746, -0.0081, 0.0043], [0.0092, 0.0024, 0.0088], [0.0500, 0.0024, 0.0463], [0.0055, -0.0261, -0.0107], [0.0467, 0.0052, 0.0121], [0.0123, 0.1214, -0.1160], [0.0022, 0.0028, -0.0243], [-0.0190, 0.0102, -0.0038], [-0.0336, -0.0001, 0.0195]],
  "mulliken_charge": [1.095, -0.918, 0.255, -1.208, -0.801, -1.015, 0.438, -1.257, -1.182, 0.446, 0.296, 0.393, 0.481, 0.336, 0.386, 0.510, 0.517, 0.511, 0.373, 0.321, 0.422, 0.359, 0.437, 0.348, 0.297, -0.571, -0.999, 0.654, -0.602, -0.884, -1.017, -0.502, 0.169, 1.193, -0.138, -0.243, -0.560, -0.962, -0.642, -1.375, 1.845, -1.128, -0.780, -0.763, -0.783, -0.570, 0.752, 0.500, 0.555, 0.777, 0.695, 0.562, 0.522, 0.503, 0.670, 0.562, 0.482, 0.457, 0.483, 0.428, -1.377, 0.727, -1.384, 1.794, 0.549, -0.157, -0.430, 0.401, -1.600, 0.421, 0.324, 0.406, 0.529, 0.463, 0.477, 0.364, 0.359],
  "charge": 3,
  "homo_energy_ha": [-0.595, -0.595],
  "relative_energy_ev": 0.000,
  "total_energy_ha": -2327.60336,
  "mol_weight_g_mol": 735.94,
  "gap_ev": [5.28, 5.28]
}


# 2
{
  "formula": "C31H39BCl2F4GaN6OP2S",
  "method": "ωB97M-V/def2-TZVPD",
  "elements": ["Ga", "Cl", "C", "C", "C", "Cl", "C", "C", "C", "C", "N", "C", "C", "O", "H", "H", "H", "H", "C", "P", "C", "N", "C", "C", "C", "C", "C", "C", "N", "C", "P", "C", "C", "C", "C", "C", "C", "C", "C", "C", "H", "H", "H", "H", "H", "H", "H", "H", "H", "H", "H", "H", "H", "H", "H", "H", "H", "H", "H", "H", "H", "H", "H", "H", "H", "H", "H", "H", "C", "C", "C", "N", "N", "C", "N", "S", "H", "H", "H", "H", "H", "H", "H", "F", "B", "F", "F", "F"],
  "xyz": [[0.356, 0.007, 0.341], [1.211, -4.318, 2.145], [-0.356, -3.626, 2.419], [-1.123, -4.310, 3.383], [-2.402, -3.951, 3.632], [-3.297, -4.773, 4.864], [-3.016, -2.961, 2.835], [-4.383, -2.625, 2.950], [-4.943, -1.775, 2.049], [-4.126, -1.260, 1.029], [-2.834, -1.468, 0.944], [-2.244, -2.290, 1.850], [-0.819, -2.521, 1.724], [-0.027, -1.764, 0.937], [-0.667, -5.122, 3.934], [-4.972, -3.075, 3.738], [-5.995, -1.516, 2.089], [-4.571, -0.648, 0.250], [2.189, -2.642, -0.951], [2.527, -1.043, -0.153], [3.305, -0.223, -1.600], [4.418, -0.784, -2.020], [5.055, -0.248, -3.084], [6.239, -0.846, -3.580], [6.858, -0.301, -4.665], [6.338, 0.865, -5.291], [5.209, 1.466, -4.824], [4.538, 0.911, -3.707], [3.388, 1.462, -3.265], [2.756, 0.902, -2.257], [1.154, 1.674, -1.767], [1.692, 3.406, -1.630], [0.111, 1.638, -3.328], [-1.030, 2.636, -3.061], [0.787, 2.064, -4.634], [-0.372, 0.184, -3.478], [3.921, -1.160, 1.131], [4.742, -2.423, 0.828], [3.331, -1.220, 2.544], [4.821, 0.080, 1.047], [3.083, -2.964, -1.482], [1.371, -2.494, -1.660], [1.880, -3.382, -0.226], [6.622, -1.734, -3.089], [7.753, -0.760, -5.064], [6.852, 1.273, -6.153], [4.801, 2.356, -5.289], [2.294, 3.638, -2.506], [2.282, 3.533, -0.728], [0.818, 4.054, -1.571], [-0.716, 3.644, -3.334], [-1.340, 2.659, -2.020], [-1.900, 2.383, -3.675], [1.201, 3.072, -4.568], [0.023, 2.065, -5.423], [1.578, 1.389, -4.937], [-0.673, -0.259, -2.521], [0.427, -0.445, -3.881], [-1.219, 0.126, -4.170], [4.144, -3.332, 0.925], [5.552, -2.478, 1.563], [5.183, -2.386, -0.165], [2.810, -2.144, 2.734], [2.653, -0.387, 2.734], [4.157, -1.146, 3.259], [5.218, 0.248, 0.046], [5.669, -0.089, 1.718], [4.309, 0.978, 1.377], [-2.141, 3.917, 3.590], [-2.757, 2.510, 3.526], [-2.556, 1.898, 2.176], [-1.542, 1.204, 1.835], [-1.539, 0.822, 0.499], [-2.645, 1.153, -0.127], [-2.980, 0.749, -1.366], [-3.681, 2.126, 0.848], [-2.284, 4.342, 4.584], [-2.607, 4.585, 2.862], [-1.071, 3.870, 3.383], [-3.822, 2.550, 3.757], [-2.271, 1.857, 4.248], [-2.479, -0.023, -1.768], [-3.898, 0.942, -1.724], [2.024, 2.773, 2.994], [1.602, 2.258, 1.809], [2.651, 2.058, 0.865], [0.584, 3.012, 1.189], [1.033, 0.860, 2.065]],
  "forces_ev_per_a": [[-0.0140, -0.3482, 0.6879], [0.2133, 0.3197, -0.0897], [0.0741, 0.1660, -0.1279], [0.1176, -0.0731, 0.0294], [-0.1006, -0.0420, 0.0279], [-0.0107, 0.0102, 0.0162], [-0.0260, 0.2042, -0.0310], [0.0424, -0.0864, 0.0252], [-0.1518, 0.0964, -0.0736], [0.1194, -0.0887, 0.0867], [-0.1677, -0.2903, -0.0581], [0.0553, 0.0623, -0.0486], [-0.1898, 0.3055, -0.1359], [-0.2382, -0.2357, 0.0651], [0.0259, 0.0252, -0.0397], [0.0137, -0.0189, -0.0214], [0.0796, -0.0300, -0.0083], [-0.0161, -0.0465, 0.0248], [0.0124, 0.0276, 0.1138], [0.1851, 0.2051, -0.2000], [0.1368, -0.1007, -0.0943], [-0.1073, -0.0115, 0.0036], [-0.1115, -0.0335, 0.1317], [0.1080, -0.0972, -0.0399], [-0.0512, -0.0060, 0.0263], [0.0900, 0.0007, -0.0556], [-0.0090, 0.1111, -0.0649], [-0.1135, -0.0165, 0.0572], [-0.1082, 0.0972, 0.0201], [0.0834, 0.0806, -0.0471], [0.1843, -0.0029, -0.1955], [-0.2971, 0.0531, 0.1774], [-0.0199, -0.1903, 0.2024], [-0.0541, -0.0486, -0.1226], [-0.0448, 0.0482, -0.0104], [-0.0117, 0.1175, -0.0427], [-0.0732, -0.0442, -0.0619], [-0.1079, -0.0024, 0.1486], [0.1188, 0.2624, -0.0117], [0.1159, -0.0030, -0.0547], [0.0166, -0.0109, -0.0042], [0.0565, -0.0030, 0.0124], [-0.0641, -0.0934, 0.1345], [-0.0616, 0.0898, -0.0251], [-0.0181, 0.0348, 0.0264], [-0.0413, -0.0286, 0.0805], [0.0089, -0.0759, 0.0598], [-0.0255, 0.0248, -0.0829], [-0.0012, -0.0182, -0.0356], [0.0815, 0.0077, 0.0080], [-0.0046, -0.0461, 0.0320], [-0.1167, -0.0103, 0.1239], [0.0686, 0.0197, 0.0470], [-0.0078, -0.0745, -0.0006], [0.0713, 0.0246, 0.1191], [0.0698, -0.0734, -0.0253], [-0.0065, -0.0091, -0.0735], [-0.0284, 0.0237, 0.0431], [0.0835, 0.0034, 0.0663], [0.0331, 0.0546, 0.0044], [-0.0932, 0.0000, -0.0518], [0.0188, -0.0010, -0.0289], [-0.2380, -0.3427, 0.0221], [0.1500, -0.1179, 0.0350], [-0.0562, -0.0389, -0.0879], [0.0548, -0.0346, 0.1017], [-0.0611, -0.0341, -0.0509], [0.0631, -0.0839, -0.0084], [-0.0075, -0.0998, -0.0045], [0.1499, 0.2111, -0.1269], [-0.1629, -0.0656, -0.3016], [0.0370, -0.0728, -0.1822], [0.5424, 0.5462, 0.7191], [0.1256, -0.0361, -0.1899], [0.1364, 0.1619, 0.2363], [-0.0324, 0.0037, 0.0352], [-0.0090, -0.0292, -0.0714], [0.0312, -0.0150, 0.0415], [-0.0596, 0.0184, -0.0099], [-0.0174, -0.0654, 0.0263], [-0.0258, -0.0555, 0.0191], [-0.0457, -0.0969, 0.0079], [-0.0023, 0.0262, -0.0256], [-0.1795, -0.3847, -0.3822], [0.1190, 0.7830, -0.2734], [-0.7682, -0.1088, 0.5406], [0.4340, -0.6704, 0.3697], [0.0309, 0.3868, -1.0784]],
  "mulliken_charge": [1.681, -0.254, 0.648, -0.558, 0.348, -0.251, 0.584, -0.877, -1.081, -0.122, 0.004, 0.163, -0.874, -0.058, 0.497, 0.415, 0.452, 0.458, -1.487, 0.953, -0.963, 0.190, 0.142, -0.726, -0.539, -0.613, -0.462, 0.382, -0.103, -0.365, 1.140, -1.933, 2.062, -1.851, -1.851, -1.417, 1.983, -1.707, -1.386, -1.658, 0.555, 0.339, 0.127, 0.475, 0.414, 0.408, 0.476, 0.480, 0.387, 0.446, 0.392, 0.340, 0.462, 0.377, 0.482, 0.385, -0.136, 0.330, 0.534, 0.293, 0.530, 0.249, 0.213, 0.104, 0.528, 0.312, 0.577, 0.219, -0.998, -0.683, 0.306, -0.866, 1.348, -0.342, -0.044, -0.187, 0.412, 0.328, 0.181, 0.389, 0.266, 0.184, 0.274, -0.225, 0.316, -0.283, -0.350, -0.287],
  "charge": 1,
  "homo_energy_ha": -0.377,
  "relative_energy_ev": 2.388,
  "total_energy_ha": -5958.95891,
  "mol_weight_g_mol": 833.14,
  "gap_ev": 6.89
}